Record 1
Formula: C22H42N3O9PS
Source: the OMol25 dataset
Level of theory: ωB97M-V/def2-TZVPD

Results
Energy relative to the best compared isomer or geometry (same formula, charge and spin), kcal per mole: 359.7
Total charge: 0
SMILES: CC(=O)N(C(C)=O)c1ccc2ncc(P(O)(O)=S)nc2c1.CCO.CCO.CCO.CCO.CCO
Multiplicity: 1

```
78
Properties=species:S:1:pos:R:3:lowdin_charge:R:1
C 3.539 -3.044 0.927 -0.033
C 2.065 -2.268 1.084 -0.264
O 1.315 -2.667 2.114 -0.006
N 1.738 -1.169 0.097 -0.031
C 1.898 0.220 0.708 -0.248
C 2.363 1.514 -0.239 -0.018
O 1.644 0.506 1.997 -0.017
C 0.326 -1.253 -0.436 -0.116
C 0.126 -1.290 -2.096 0.059
C -1.407 -1.332 -2.759 0.017
C -2.793 -1.334 -1.825 -0.141
N -4.098 -1.346 -2.567 0.063
C -5.213 -1.362 -1.559 -0.051
C -5.065 -1.390 0.062 -0.261
P -6.623 -1.468 1.222 0.360
O -6.449 -0.122 2.345 -0.304
O -6.642 -2.990 2.129 -0.301
S -8.313 -1.335 0.268 0.237
N -3.731 -1.362 0.753 0.047
C -2.583 -1.320 -0.213 -0.126
C -1.055 -1.266 0.447 0.119
H 4.186 -2.685 1.861 0.099
H 3.446 -4.212 0.992 0.092
H 4.125 -2.670 -0.038 0.087
H 2.586 1.156 -1.338 0.081
H 1.461 2.291 -0.333 0.105
H 3.293 2.091 0.208 0.076
H 1.090 -1.268 -2.759 0.075
H -1.463 -1.375 -3.950 0.099
H -6.325 -1.360 -1.994 0.099
H -5.826 0.567 1.922 0.092
H -7.489 -3.067 2.664 0.080
H -0.955 -1.239 1.615 0.098
C -3.518 -1.225 5.003 -0.089
C -2.756 -0.029 4.472 -0.314
O -2.273 -0.301 3.165 -0.121
H -2.874 -2.111 5.027 0.080
H -3.893 -1.033 6.012 0.074
H -4.364 -1.465 4.351 0.059
H -1.898 0.194 5.114 0.115
H -3.396 0.858 4.432 0.105
H -3.043 -0.489 2.601 0.028
C -4.265 -5.794 -0.882 -0.092
C -2.754 -5.722 -0.808 -0.319
O -2.323 -4.379 -0.971 -0.104
H -4.622 -5.409 -1.843 0.077
H -4.613 -6.824 -0.763 0.073
H -4.721 -5.175 -0.103 0.067
H -2.303 -6.324 -1.602 0.113
H -2.391 -6.093 0.155 0.110
H -2.723 -3.854 -0.256 0.056
C 2.921 -3.811 -5.739 -0.095
C 2.013 -2.602 -5.649 -0.325
O 2.517 -1.687 -4.687 -0.110
H 2.997 -4.308 -4.767 0.079
H 2.544 -4.528 -6.474 0.076
H 3.935 -3.513 -6.025 0.073
H 1.007 -2.901 -5.342 0.111
H 1.942 -2.091 -6.615 0.109
H 3.408 -1.422 -4.973 0.091
C 5.164 5.456 1.481 -0.095
C 5.115 3.985 1.840 -0.326
O 5.482 3.199 0.716 -0.104
H 4.489 5.672 0.647 0.064
H 4.879 6.076 2.336 0.074
H 6.171 5.742 1.158 0.078
H 4.103 3.699 2.141 0.112
H 5.797 3.759 2.665 0.109
H 6.385 3.455 0.462 0.090
C 2.645 8.761 0.991 -0.095
C 3.629 9.157 -0.090 -0.326
O 4.187 7.995 -0.687 -0.099
H 3.139 8.156 1.759 0.067
H 2.209 9.645 1.465 0.074
H 1.838 8.149 0.575 0.075
H 4.445 9.749 0.334 0.114
H 3.139 9.751 -0.868 0.107
H 3.455 7.481 -1.067 0.088
```

=====

Record 2
Formula: C3H6N2O
Source: the OMol25 dataset
Level of theory: ωB97M-V/def2-TZVPD

Results
Energy relative to the best compared isomer or geometry (same formula, charge and spin), kcal per mole: 22.5
Total charge: 0
SMILES: [H]/N=C/N(C)C=O
Multiplicity: 1

```
12
Properties=species:S:1:pos:R:3:lowdin_charge:R:1
C 1.065 -0.284 1.074 -0.038
N 0.181 0.029 -0.039 -0.119
C -1.132 -0.436 -0.089 -0.248
N -1.875 -0.208 -1.094 0.083
C 0.598 0.924 -1.013 -0.283
O 1.684 1.462 -1.016 0.038
H 1.890 0.429 1.042 0.085
H 1.481 -1.294 0.995 0.093
H 0.542 -0.186 2.031 0.089
H -1.430 -0.972 0.822 0.129
H -2.818 -0.552 -0.950 0.048
H -0.186 1.087 -1.763 0.124
```

=====

Record 3
Formula: H8LiO4
Source: the OMol25 dataset
Level of theory: ωB97M-V/def2-TZVPD

Results
Energy relative to the best compared isomer or geometry (same formula, charge and spin), kcal per mole: 24.1
Total charge: +1
Multiplicity: 1

```
13
Properties=species:S:1:pos:R:3:lowdin_charge:R:1
Li -0.353 -0.126 -0.194 0.751
O 1.597 -0.857 0.252 -0.133
H 2.216 -0.107 0.507 0.095
H 2.148 -1.591 -0.154 0.101
O -1.671 -1.544 0.249 -0.066
H -2.462 -1.856 0.696 0.079
H -1.147 -2.312 0.435 0.048
O -0.664 1.182 1.285 -0.128
H -0.560 2.210 1.219 0.132
H -0.278 1.136 2.172 0.065
O 0.150 1.162 -1.896 -0.007
H 0.584 1.884 -1.778 -0.060
H 0.445 0.816 -2.791 0.123
```

=====

Record 4
Formula: C21H14CuN4O5P
Source: the OMol25 dataset
Level of theory: ωB97M-V/def2-TZVPD

Results
Energy, eV: -92091.1613
Total charge: +1
Multiplicity: 2

```
46
Properties=species:S:1:pos:R:3:lowdin_charge:R:1
N -4.733 3.129 0.290 -0.213
P -5.106 1.353 0.304 0.876
O -5.903 0.936 -1.190 -0.350
C -3.402 0.482 0.471 -0.192
C -3.186 -0.558 1.724 0.014
C -4.428 -0.831 2.771 -0.316
O -5.166 -1.948 2.807 0.013
O -4.755 0.277 3.725 0.101
C -1.728 -1.348 1.929 -0.060
O -1.614 -2.234 3.094 -0.023
C -0.373 -3.022 3.091 -0.223
O -0.514 -4.356 2.855 -0.003
C 1.143 -2.469 3.392 -0.039
C 1.554 -1.231 4.385 0.050
C 3.171 -0.817 4.484 -0.002
C 4.362 -1.573 3.626 -0.022
C 3.954 -2.830 2.656 -0.036
C 2.370 -3.240 2.555 -0.028
C -0.583 -1.040 0.799 0.072
C -0.802 0.031 -0.464 -0.117
N 0.357 0.246 -1.393 0.078
C 0.079 1.258 -2.467 -0.099
C 1.355 1.585 -3.498 -0.164
C 1.161 2.031 -5.050 -0.019
C 2.372 2.369 -6.135 -0.010
C 3.872 2.240 -5.404 -0.030
C 3.849 1.824 -3.831 -0.114
N 2.724 1.491 -2.913 0.012
C -1.372 1.985 -2.605 -0.014
N -2.582 1.798 -1.731 0.045
C -2.213 0.815 -0.657 -0.139
H -4.512 3.438 -0.698 0.029
H -3.917 3.313 0.915 0.037
H -5.555 1.523 -1.944 0.067
H 0.728 -0.650 4.989 0.122
H 3.530 0.095 5.164 0.113
H 5.506 -1.269 3.661 0.112
H 4.730 -3.415 2.002 0.093
H 2.076 -4.148 1.838 -0.006
H 0.456 -1.580 0.846 0.085
H 0.043 2.099 -5.450 0.088
H 2.210 2.691 -7.248 0.094
H 4.870 2.473 -5.986 0.093
H 4.933 1.777 -3.326 0.108
H -1.495 2.749 -3.515 0.121
Cu 2.535 -5.448 1.132 0.799
```

=====

Record 5
Formula: C14H15N5O2S
Source: the OMol25 dataset
Level of theory: ωB97M-V/def2-TZVPD

Results
Energy relative to the best compared isomer or geometry (same formula, charge and spin), kcal per mole: 0.0
Total charge: 0
SMILES: Cc1cc(C)n2nc(SCC(=O)NCc3ccco3)nc2n1
Multiplicity: 1

```
37
Properties=species:S:1:pos:R:3:lowdin_charge:R:1
C 2.542 3.862 -0.321 -0.028
C 1.822 2.588 -0.609 -0.321
N 0.605 2.687 -1.096 0.196
C -0.047 1.569 -1.350 -0.354
N -1.268 1.389 -1.811 0.142
C -1.416 0.059 -1.844 -0.690
N -0.346 -0.637 -1.449 0.086
N 0.533 0.313 -1.122 0.010
C 1.773 0.176 -0.625 -0.228
C 2.442 1.346 -0.360 0.024
H 3.441 1.312 0.041 0.121
C 2.293 -1.200 -0.402 0.001
H 3.345 -1.173 -0.136 0.086
H 1.731 -1.677 0.401 0.076
H 2.155 -1.797 -1.302 0.091
S -2.899 -0.646 -2.371 1.011
C -2.669 -2.410 -1.921 -0.345
H -3.495 -2.925 -2.410 0.083
C -2.782 -2.565 -0.410 -0.577
O -3.830 -2.781 0.153 0.061
N -1.589 -2.457 0.220 0.062
H -0.815 -2.108 -0.342 0.085
C -1.509 -2.186 1.643 -0.084
C -0.995 -0.800 1.863 -0.267
C 0.163 -0.332 2.417 -0.037
C 0.133 1.077 2.265 -0.068
C -1.033 1.358 1.624 -0.122
O -1.717 0.231 1.376 0.056
H -1.467 2.279 1.290 0.129
H 0.876 1.776 2.589 0.102
H 0.929 -0.913 2.889 0.110
H -2.523 -2.298 2.041 0.132
H -0.844 -2.905 2.130 0.129
H -1.711 -2.745 -2.312 0.078
H 2.819 3.909 0.731 0.083
H 3.455 3.920 -0.912 0.085
H 1.900 4.702 -0.565 0.081
```

=====

Record 6
Formula: C2H8NO2PS
Source: the OMol25 dataset
Level of theory: ωB97M-V/def2-TZVPD

Results
Energy relative to the best compared isomer or geometry (same formula, charge and spin), kcal per mole: 97.7
Total charge: 0
SMILES: CNP=S.C=O.O
Multiplicity: 1

```
15
Properties=species:S:1:pos:R:3:lowdin_charge:R:1
C 1.119 1.305 -1.411 -0.195
C -0.411 -3.371 -0.484 -0.135
N 0.337 0.779 -0.312 -0.429
O -2.210 2.215 2.262 -0.038
O -0.163 -2.224 -0.637 -0.182
P 0.556 -0.459 0.752 0.446
S 2.507 -0.838 0.572 0.012
H 0.716 2.278 -1.854 0.100
H 2.082 1.617 -1.045 0.041
H 1.129 0.609 -2.224 0.064
H -0.752 -3.882 0.511 0.118
H -2.404 1.678 3.004 0.017
H -0.475 -4.035 -1.456 0.117
H -0.419 1.396 -0.063 0.043
H -1.612 2.930 2.384 0.019
```

=====

> What is the formula in the third record?

H8LiO4

=====

> Which value of multiplicity does entry 6 give?

1